[1]
This record from OMol25 describes C42H63As3NaO7P2 as an isolated structure. The level of theory is wB97M-V/def2-TZVPD.

```
118
Properties=species:S:1:pos:R:3:forces:R:3:lowdin_charge:R:1
Na 0.453 -1.795 -0.232 0.0 0.4 0.1 0.390
C 4.581 -3.273 -1.293 -0.1 0.2 0.5 -0.048
C 5.397 -3.068 -0.014 -1.7 -0.6 0.9 -0.360
C 5.233 -4.269 0.957 0.2 1.1 -1.0 -0.030
O 5.041 -1.821 0.689 0.2 -0.2 0.1 -0.184
P 3.679 -1.089 0.985 -0.7 0.8 -2.0 0.489
O 2.640 -1.348 -0.082 1.0 0.2 1.3 -0.317
C 3.117 -1.456 2.634 0.9 -1.4 1.3 -0.211
P 1.454 -0.903 3.104 -1.5 0.5 -0.7 0.521
O 0.610 -0.400 1.958 0.8 -1.3 0.9 -0.288
O 0.782 -2.108 3.947 0.4 0.9 -0.3 -0.209
C -0.388 -2.913 3.549 0.3 0.5 0.0 -0.420
C 0.167 -4.025 2.682 -0.8 -0.1 -0.2 -0.026
C -1.065 -3.343 4.840 0.6 1.1 -0.3 -0.026
O 1.801 0.201 4.164 0.5 -0.3 0.0 -0.187
C 0.922 0.757 5.180 0.2 0.2 0.4 -0.390
C 1.109 -0.003 6.506 -0.4 0.2 -0.5 -0.028
C -0.513 0.774 4.697 0.3 0.8 0.3 -0.038
O 4.137 0.412 1.223 -0.1 -0.4 -0.1 -0.191
C 4.955 1.294 0.373 -0.3 0.6 0.8 -0.406
C 4.666 1.073 -1.089 1.2 0.0 -0.8 -0.054
C 6.425 1.181 0.814 -0.5 -0.3 -0.2 -0.033
H 4.918 -4.178 -1.799 0.0 -0.1 0.1 0.087
H 4.732 -2.439 -1.977 -0.2 0.0 0.0 0.081
H 3.508 -3.363 -1.030 0.7 0.1 -0.3 0.074
H 6.438 -2.932 -0.214 0.6 0.2 -0.2 0.132
H 4.240 -4.692 0.948 -0.5 0.0 -0.1 0.074
H 5.476 -3.983 1.966 0.4 0.0 0.4 0.076
H 5.919 -5.001 0.575 0.3 -0.7 0.2 0.079
H 3.172 -2.575 2.788 -0.2 1.0 -0.3 0.096
H 3.892 -1.041 3.336 -0.9 -0.3 -0.5 0.110
H -1.057 -2.258 2.984 0.1 0.0 0.0 0.135
H 1.114 -4.356 3.133 -0.3 -0.1 -0.4 0.097
H 0.270 -3.646 1.646 0.4 -0.4 0.5 0.068
H -0.563 -4.851 2.640 0.4 0.2 0.0 0.097
H -0.364 -3.903 5.432 0.1 -0.6 0.3 0.088
H -1.988 -3.855 4.660 -0.3 -0.6 -0.2 0.083
H -1.325 -2.452 5.409 0.0 0.1 0.1 0.075
H 1.279 1.812 5.300 -0.2 -0.9 -0.1 0.150
H 0.642 -0.983 6.540 0.0 -0.2 -0.5 0.070
H 0.576 0.551 7.260 0.1 0.4 0.5 0.081
H 2.148 -0.129 6.784 0.2 0.2 0.0 0.084
H -0.917 -0.210 4.652 -0.4 -0.8 0.1 0.054
H -0.590 1.212 3.704 0.0 0.2 0.1 0.071
H -1.080 1.354 5.426 -0.2 0.0 -0.2 0.100
H 4.589 2.311 0.632 0.1 -0.7 0.0 0.146
H 5.288 0.242 -1.504 -0.8 0.2 0.4 0.092
H 5.080 1.962 -1.608 -0.6 -0.3 0.1 0.096
H 3.588 0.943 -1.288 0.6 0.1 0.0 0.090
H 6.764 0.157 0.636 0.1 0.2 -0.2 0.071
H 6.543 1.362 1.892 -0.2 0.2 -0.4 0.089
H 7.033 1.891 0.240 -0.1 -0.2 0.2 0.091
C -2.750 3.124 0.149 1.1 -0.9 0.1 -0.462
C -3.681 2.443 -0.819 -0.2 0.9 -1.9 -0.444
As -3.211 0.538 -1.405 -0.1 0.5 0.2 1.275
C -4.994 -0.223 -1.160 -0.8 0.9 -0.3 -0.451
C -5.277 -1.032 -0.071 0.7 -0.9 0.2 -0.136
C -6.500 -1.702 0.005 0.1 -0.3 1.2 -0.105
C -7.498 -1.452 -0.905 0.3 0.4 -0.7 -0.102
C -7.288 -0.546 -1.952 0.7 0.1 0.5 -0.064
C -6.043 0.112 -2.039 -0.7 -0.9 -0.3 -0.110
C -3.196 0.707 -3.380 0.3 0.3 0.6 -0.425
C -3.654 -0.254 -4.267 -0.3 -0.7 -0.2 -0.125
C -3.488 -0.093 -5.659 0.3 0.2 1.6 -0.084
C -2.819 1.018 -6.151 -0.3 0.4 -0.3 -0.089
C -2.305 1.964 -5.262 -0.2 -0.4 0.5 -0.068
C -2.502 1.793 -3.889 -0.1 0.0 -1.1 -0.135
As -0.801 3.167 -0.440 -0.9 -0.2 0.3 1.280
C -0.667 4.796 -1.557 -0.6 0.3 -0.7 -0.415
C -1.690 5.755 -1.694 0.1 -0.5 0.5 -0.126
C -1.526 6.916 -2.420 0.1 0.8 0.3 -0.090
C -0.309 7.144 -3.034 -0.1 0.9 -0.9 -0.106
C 0.705 6.215 -2.992 -0.3 -0.5 0.0 -0.090
C 0.491 5.010 -2.314 0.9 -0.1 0.3 -0.125
C -0.081 3.894 1.227 1.1 0.5 -0.1 -0.395
C 0.787 3.027 1.916 -0.3 0.2 0.0 -0.139
C 1.744 3.557 2.763 -0.5 0.7 -0.2 -0.097
C 1.802 4.931 2.979 0.5 0.3 0.8 -0.092
C 0.920 5.820 2.385 -0.6 -1.2 -0.6 -0.072
C 0.001 5.278 1.479 -0.2 -0.3 -0.1 -0.098
H -2.811 2.524 1.060 0.6 0.3 0.3 0.059
H -3.006 4.144 0.397 -0.4 0.2 0.0 0.050
H -3.693 3.112 -1.742 -0.6 -1.1 0.9 0.074
H -4.682 2.353 -0.363 0.2 0.1 -0.5 0.066
H -4.488 -1.211 0.685 -0.5 0.0 -0.5 0.096
H -6.717 -2.448 0.798 0.4 0.7 -0.4 0.114
H -8.422 -1.979 -0.790 -0.4 -0.2 -0.2 0.097
H -8.073 -0.410 -2.691 0.2 0.3 0.1 0.104
H -5.894 0.818 -2.856 0.1 -0.2 0.2 0.103
H -4.162 -1.146 -3.847 0.3 0.6 -0.5 0.105
H -3.847 -0.859 -6.302 -0.3 -0.4 -0.5 0.090
H -2.803 1.174 -7.232 0.4 0.0 0.3 0.107
H -1.741 2.836 -5.568 -0.2 -0.1 -0.3 0.105
H -2.131 2.562 -3.256 0.3 0.5 0.6 0.056
H -2.626 5.605 -1.194 -0.4 -0.1 0.3 0.083
H -2.255 7.747 -2.400 0.2 -0.9 -0.2 0.118
H -0.193 8.052 -3.640 0.1 -0.3 0.4 0.111
H 1.632 6.436 -3.512 0.0 -0.3 0.1 0.105
H 1.309 4.272 -2.349 -0.5 0.2 0.3 0.098
H 0.706 1.948 1.799 0.2 0.2 -0.3 0.063
H 2.489 2.949 3.225 0.2 -0.6 0.3 0.090
H 2.545 5.290 3.694 -0.1 0.1 -0.3 0.105
H 0.924 6.881 2.541 0.2 0.3 0.2 0.100
H -0.670 5.941 0.937 0.2 0.0 0.0 0.095
C -2.535 -5.143 -2.583 0.2 1.2 0.2 -0.195
As -0.655 -4.565 -2.547 -1.3 0.1 -1.3 1.010
C -0.428 -3.774 -4.335 -1.5 -1.0 0.1 -0.187
C 0.375 -6.195 -2.734 -1.3 -0.4 1.0 -0.200
O -0.396 -3.530 -1.288 0.4 -0.2 0.1 -0.558
H -3.157 -4.235 -2.696 0.4 -0.2 0.4 0.041
H -2.791 -5.648 -1.646 0.0 -0.1 -0.4 0.041
H -2.752 -5.700 -3.483 0.2 -0.6 0.0 0.034
H -0.264 -4.656 -4.988 0.3 0.8 0.2 0.042
H 0.332 -3.027 -4.373 0.7 0.3 -0.1 0.024
H -1.389 -3.322 -4.656 0.5 -0.1 0.3 0.041
H 0.185 -6.589 -3.723 0.1 0.1 -0.3 0.036
H -0.019 -6.955 -2.034 0.4 0.5 -0.1 0.052
H 1.401 -5.986 -2.555 0.9 0.0 0.1 0.021
```
Forces are in eV/Å.

Computed properties:
Net charge: +1
2S+1: 1
Highest occupied orbital energy (eV): -9.8
ΔE to the lowest compared entry with this formula, charge and spin (kcal per mole): 0.0

***

[2]
This record from OMol25 describes C42H63AsI2N4OSSi3Ta as an isolated structure. The level of theory is wB97M-V/def2-TZVPD.

```
118
Properties=species:S:1:pos:R:3:forces:R:3:lowdin_charge:R:1
Ta -0.001 0.869 -0.186 -0.9 1.9 0.1 1.631
C -2.843 2.893 0.772 -0.2 0.0 0.1 -0.147
C -3.353 1.502 1.110 0.1 -0.1 0.0 -0.160
N -2.707 0.475 0.261 0.0 0.0 -0.1 -0.122
C -3.517 0.197 -0.938 0.1 -0.2 0.0 -0.303
C -3.439 1.282 -1.990 -0.1 0.0 0.0 -0.363
S -1.728 1.817 -2.261 -0.3 -0.4 -0.2 0.914
C -1.856 3.611 -1.965 0.1 0.0 0.1 -0.360
C -1.246 4.019 -0.622 0.1 0.2 -0.1 -0.228
N -1.399 2.953 0.389 0.2 0.1 -0.3 -0.156
H -3.411 3.294 -0.062 0.0 0.0 0.0 0.103
H -3.045 3.565 1.610 0.1 0.0 0.0 0.147
H -3.183 1.255 2.154 0.0 0.0 0.0 0.111
H -4.438 1.485 0.979 0.0 0.0 -0.1 0.142
H -2.698 -0.384 0.807 0.1 0.0 -0.1 0.058
H -3.167 -0.736 -1.364 0.1 -0.1 0.0 0.020
H -4.567 0.046 -0.672 0.0 0.0 0.0 0.140
H -3.825 0.914 -2.939 0.0 0.0 0.0 0.092
H -4.033 2.155 -1.732 0.0 0.0 0.0 0.086
H -1.370 4.133 -2.790 0.0 0.0 0.0 0.101
H -2.912 3.857 -2.048 0.0 0.0 0.0 0.091
H -0.188 4.242 -0.725 -0.2 0.0 0.0 0.081
H -1.723 4.946 -0.288 0.0 -0.1 0.0 0.150
H -0.850 3.253 1.191 -0.1 0.1 -0.1 0.087
I 7.115 1.328 -3.505 0.0 0.0 0.0 1.008
C 5.342 1.113 -2.456 0.0 0.0 0.0 -0.725
C 5.365 0.816 -1.101 0.0 0.0 0.0 -0.194
C 4.189 0.635 -0.370 0.0 0.0 -0.2 -0.630
I 4.348 0.382 1.672 -0.1 -0.1 0.0 1.187
C 2.987 0.718 -1.056 -0.5 0.0 -0.3 -0.344
O 1.732 0.455 -0.531 1.3 -0.6 0.5 -0.371
C 2.945 1.135 -2.385 0.2 0.0 0.0 -0.226
C 1.617 1.556 -2.929 0.2 0.0 -0.1 -0.114
N 0.969 2.472 -1.934 -0.2 0.0 0.0 -0.143
C 1.875 3.559 -1.510 0.2 0.0 0.0 -0.112
C 1.958 3.731 -0.017 0.1 0.0 0.0 -0.261
C 2.703 4.804 0.458 0.0 -0.1 0.0 0.019
C 2.869 4.974 1.817 0.0 -0.1 0.0 0.005
C 2.286 4.041 2.663 0.0 0.0 0.0 -0.011
C 1.561 3.008 2.112 0.0 0.0 0.0 -0.130
N 1.359 2.841 0.790 0.1 0.1 0.0 0.035
C 4.121 1.323 -3.090 -0.1 0.0 0.1 -0.096
H 6.313 0.734 -0.587 0.0 0.0 0.0 0.091
H 0.935 0.723 -3.126 0.0 0.0 0.1 0.081
H 1.775 2.084 -3.873 -0.1 0.0 0.0 0.152
H 0.223 2.920 -2.450 0.2 0.0 0.0 0.025
H 1.588 4.502 -1.983 0.0 0.0 0.0 0.150
H 2.888 3.351 -1.859 -0.1 0.0 0.0 0.140
H 3.152 5.490 -0.248 0.0 0.0 0.0 0.138
H 3.444 5.803 2.207 0.0 0.0 0.0 0.134
H 2.398 4.102 3.736 0.0 0.0 0.0 0.129
H 1.129 2.263 2.758 -0.1 0.0 0.0 0.075
H 4.089 1.655 -4.120 0.0 0.0 0.0 0.119
C 1.457 -4.691 -1.892 0.0 0.0 -0.1 -0.190
Si 1.669 -2.852 -1.678 -0.1 0.0 -0.1 0.406
C 2.934 -2.702 -0.333 0.1 0.0 -0.1 -0.194
C 2.334 -2.084 -3.245 0.0 -0.1 0.1 -0.175
As -0.485 -1.589 -1.209 -0.2 -1.1 -0.4 0.811
Si -1.921 -3.095 0.228 0.0 0.0 -0.2 0.390
C -1.208 -4.785 -0.041 -0.1 0.0 0.0 -0.195
C -1.942 -2.650 2.043 0.0 0.0 -0.1 -0.186
C -3.720 -3.043 -0.279 0.1 0.0 0.0 -0.186
Si -1.362 -2.051 -3.550 -0.1 0.0 0.2 0.384
C -0.716 -3.730 -4.017 -0.2 0.1 -0.2 -0.203
C -3.222 -2.209 -3.695 0.1 0.0 0.0 -0.189
C -0.770 -0.768 -4.773 0.0 -0.1 0.0 -0.201
H 2.491 -5.009 -2.076 0.0 0.0 0.0 0.066
H 0.864 -5.039 -2.732 0.1 0.0 0.2 0.015
H 1.137 -5.203 -0.990 0.1 0.0 0.0 0.020
H 3.905 -2.786 -0.831 0.0 0.0 0.0 0.069
H 2.856 -3.535 0.362 0.0 0.0 0.0 0.036
H 2.923 -1.791 0.242 0.1 0.2 0.1 -0.037
H 2.995 -2.826 -3.701 0.0 0.0 0.0 0.067
H 2.942 -1.210 -3.025 0.0 0.0 0.0 0.020
H 1.596 -1.818 -3.992 0.0 0.0 0.0 -0.009
H -0.262 -4.905 0.485 0.0 0.0 0.0 0.034
H -1.060 -5.035 -1.090 -0.1 0.0 0.0 0.018
H -1.907 -5.513 0.377 0.0 0.0 0.0 0.062
H -1.100 -3.045 2.603 0.1 0.0 0.0 0.037
H -2.855 -3.119 2.424 0.0 0.0 0.0 0.064
H -2.015 -1.585 2.262 0.0 0.0 0.0 0.006
H -3.949 -3.029 -1.338 0.0 0.0 0.0 0.007
H -4.260 -2.232 0.211 0.0 0.1 0.0 0.034
H -4.137 -3.969 0.128 0.0 0.0 0.0 0.062
H -0.962 -4.505 -3.293 -0.1 0.1 0.0 0.028
H 0.345 -3.766 -4.244 0.0 0.0 0.0 0.028
H -1.254 -3.982 -4.937 0.0 0.0 0.0 0.067
H -3.571 -3.166 -3.312 0.0 0.0 0.0 0.037
H -3.383 -2.240 -4.778 0.0 0.0 0.0 0.059
H -3.860 -1.423 -3.310 -0.1 0.1 0.1 0.018
H 0.302 -0.798 -4.956 0.0 0.0 0.0 0.020
H -1.053 0.254 -4.547 -0.1 0.2 0.1 -0.007
H -1.254 -1.028 -5.720 0.0 0.0 0.0 0.060
C -2.198 0.897 6.628 0.0 0.0 0.0 -0.031
C -1.775 -0.288 6.034 0.0 0.0 0.0 -0.032
C -1.287 -0.286 4.742 0.1 0.1 0.0 -0.016
C -1.232 0.912 4.014 0.0 -0.1 0.0 -0.224
C -1.702 2.089 4.612 0.0 0.0 0.0 -0.030
C -2.161 2.089 5.917 0.0 0.0 0.0 -0.045
C -0.807 1.002 2.619 0.0 -0.2 0.1 -0.145
C 0.033 0.257 1.843 0.0 0.2 0.3 -0.266
C 0.966 -0.691 2.528 0.1 0.0 0.0 -0.287
C 1.641 -0.262 3.681 -0.1 0.0 0.0 -0.127
C 2.474 -1.108 4.384 0.0 0.0 0.0 -0.081
C 2.659 -2.418 3.954 0.0 0.0 0.0 -0.048
C 2.023 -2.850 2.805 0.0 0.0 0.0 -0.068
C 1.200 -1.986 2.092 -0.1 0.0 0.0 -0.124
H -2.568 0.887 7.643 0.0 0.0 0.0 0.123
H -1.825 -1.215 6.588 0.0 0.0 0.0 0.121
H -0.951 -1.210 4.297 0.0 0.0 0.0 0.105
H -1.690 3.018 4.050 0.0 0.0 0.0 0.115
H -2.500 3.006 6.377 0.0 0.0 0.0 0.119
H -1.259 1.852 2.142 -0.1 -0.1 0.3 0.038
H 1.502 0.745 4.050 0.0 0.0 0.0 0.111
H 2.973 -0.753 5.276 0.0 0.0 0.0 0.122
H 3.298 -3.089 4.510 0.0 0.0 0.0 0.122
H 2.169 -3.866 2.463 0.0 0.0 0.0 0.114
H 0.713 -2.342 1.192 0.0 0.0 0.0 0.033
```
Forces are in eV/Å.

Computed properties:
Net charge: +3
2S+1: 1
Highest occupied orbital energy (eV): -15.0
ΔE to the lowest compared entry with this formula, charge and spin (kcal per mole): 7.0